(1)
33
Properties=species:S:1:pos:R:3:lowdin_charge:R:1 method="wB97M-V/def2-TZVPD" total_charge=-1 orbital_gap_ha=0.22068 spin_multiplicity=1 lumo_energy_ev=2.2615 e_homo_ev=-3.74 e_above_lowest_ev=3.697
F 7.752 -0.479 0.474 0.050
C 6.622 -0.226 1.201 -0.781
F 6.231 -1.389 1.770 0.098
F 6.953 0.625 2.217 0.065
S 5.397 0.566 0.044 1.065
N 4.076 0.102 1.108 -0.382
C 3.482 -1.148 0.801 -0.490
O 4.047 -2.124 0.335 0.086
C 2.078 -0.968 1.141 -0.162
C 1.709 0.375 1.158 -0.220
C 0.407 0.771 0.918 -0.042
C -0.523 -0.235 0.794 -0.124
C -0.197 -1.590 0.827 -0.034
C 1.139 -1.983 0.972 0.019
S 3.040 1.515 0.927 0.664
O 3.268 2.396 2.033 -0.266
O 3.015 2.002 -0.437 -0.311
H 0.135 1.827 0.906 0.135
H -1.629 0.231 0.776 0.062
H -0.983 -2.345 0.766 0.102
H 1.478 -3.023 0.940 0.126
C -2.289 0.250 1.922 -0.101
C -3.165 1.431 2.212 -0.451
O -2.899 2.306 3.034 0.003
N -4.425 1.430 1.597 0.169
C -5.060 0.344 0.982 -0.500
O -6.155 0.389 0.469 0.051
N -4.287 -0.826 1.056 0.176
C -3.127 -0.993 1.812 -0.464
O -2.790 -2.086 2.262 0.020
H -1.622 0.136 2.775 0.139
H -4.991 2.258 1.698 0.147
H -4.721 -1.673 0.717 0.150

***

(2)
6
Properties=species:S:1:pos:R:3:lowdin_charge:R:1 method="wB97M-V/def2-TZVPD" total_charge=0 orbital_gap_ha=0.30650 spin_multiplicity=1 lumo_energy_ev=-1.0381 e_homo_ev=-9.38 e_above_lowest_ev=0.276
O -0.604 -0.460 -0.483 -0.614
O 1.830 0.751 0.266 -0.323
Si 0.978 -0.339 -0.211 0.375
Si -2.018 0.486 -0.188 0.726
H 1.272 -1.603 -0.569 -0.028
H -1.458 1.165 1.185 -0.135

***

(3)
11
Properties=species:S:1:pos:R:3:lowdin_charge:R:1 method="wB97M-V/def2-TZVPD" total_charge=0 orbital_gap_ha=0.36422 spin_multiplicity=1 lumo_energy_ev=0.8904 e_homo_ev=-9.02 e_above_lowest_ev=3.607
N 0.123 1.004 -1.576 0.079
C -0.071 0.228 -0.419 -0.422
C -1.366 -0.192 0.016 -0.065
O -1.085 -0.848 1.230 -0.074
C 0.231 -0.824 1.491 -0.125
C 0.940 -0.209 0.517 -0.014
H -0.790 1.227 -1.970 0.091
H 0.572 1.878 -1.329 0.095
H -0.709 -0.896 -0.838 0.194
H 0.539 -1.345 2.390 0.131
H 2.011 -0.176 0.389 0.109

***

(4)
55
Properties=species:S:1:pos:R:3:lowdin_charge:R:1 method="wB97M-V/def2-TZVPD" total_charge=-1 orbital_gap_ha=0.25670 spin_multiplicity=1 lumo_energy_ev=1.8903 e_homo_ev=-5.09 e_above_lowest_ev=0.305
Na -0.104 0.788 -1.125 0.389
C -0.625 4.246 0.801 -0.052
C 0.856 4.447 0.469 -0.377
C 0.975 5.308 -0.786 -0.081
C 1.575 3.121 0.362 -0.198
C 1.723 2.321 1.493 -0.024
C 2.456 1.151 1.452 -0.035
C 3.076 0.738 0.277 -0.294
C 4.020 -0.427 0.274 -0.067
C 2.876 1.494 -0.870 -0.055
C 2.140 2.667 -0.824 -0.040
H -1.109 5.213 0.922 0.082
H -0.758 3.676 1.718 0.077
H -1.138 3.715 0.001 0.058
H 1.323 5.003 1.298 0.138
H 0.506 4.813 -1.632 0.084
H 2.015 5.531 -1.019 0.078
H 0.456 6.250 -0.622 0.076
H 1.289 2.630 2.435 0.117
H 2.594 0.574 2.359 0.116
H 4.992 -0.105 0.660 0.086
H 4.164 -0.791 -0.739 0.050
H 3.659 -1.240 0.902 0.063
H 3.348 1.191 -1.797 0.116
H 2.046 3.261 -1.718 0.107
O -3.003 2.673 -0.620 0.014
C -2.536 1.719 -1.236 -0.654
O -1.508 1.722 -1.962 -0.091
C -3.242 0.371 -1.110 -0.040
C -4.569 0.251 -1.364 0.063
C -5.212 -1.005 -1.264 -0.168
C -4.475 -2.122 -0.919 0.079
C -3.120 -2.021 -0.631 -0.073
C -2.431 -0.748 -0.682 -0.287
O -1.235 -0.602 -0.350 -0.096
N -2.443 -3.189 -0.236 -0.349
O -3.086 -4.227 -0.105 0.031
O -1.236 -3.160 -0.026 0.001
N -6.591 -1.116 -1.540 -0.379
O -7.121 -2.218 -1.444 0.033
O -7.210 -0.112 -1.869 0.041
H -5.161 1.111 -1.643 0.129
H -4.950 -3.092 -0.885 0.124
Br 3.523 -5.329 -1.509 0.682
C 2.744 -4.650 0.084 -0.727
C 2.982 -5.326 1.272 -0.142
C 2.460 -4.839 2.456 -0.086
C 1.713 -3.672 2.445 -0.072
C 1.454 -3.012 1.255 -0.157
C 1.962 -3.501 0.063 -0.707
I 1.555 -2.468 -1.719 1.017
H 3.569 -6.233 1.268 0.095
H 2.639 -5.377 3.374 0.102
H 1.326 -3.273 3.369 0.105
H 0.840 -2.125 1.232 0.099

***

(5)
20
Properties=species:S:1:pos:R:3:lowdin_charge:R:1 method="wB97M-V/def2-TZVPD" total_charge=0 orbital_gap_ha=0.34143 spin_multiplicity=1 lumo_energy_ev=0.6033 e_homo_ev=-8.69 e_above_lowest_ev=1.799
C 2.183 0.274 0.367 -0.020
C 0.797 -0.216 -0.023 -0.186
C 0.373 -1.462 -0.101 -0.056
C -1.010 -1.945 -0.248 -0.078
C -2.016 -1.084 -0.259 -0.050
C -1.715 0.427 -0.285 -0.247
O -2.353 0.970 0.846 -0.040
C -0.191 0.906 -0.331 -0.532
O 0.039 1.905 0.518 0.019
O 0.087 1.345 -1.688 0.019
H 2.770 -0.437 0.968 0.091
H 2.085 1.252 0.776 0.062
H 2.710 0.385 -0.598 0.090
H 1.012 -2.319 0.252 0.124
H -1.267 -3.082 -0.260 0.138
H -3.017 -1.296 -0.232 0.077
H -2.243 0.923 -1.224 0.182
H -2.876 0.267 1.288 0.109
H -0.712 2.559 0.833 0.196
H 0.993 1.711 -1.605 0.102

***

(6)
11
Properties=species:S:1:pos:R:3:lowdin_charge:R:1 method="wB97M-V/def2-TZVPD" total_charge=+1 orbital_gap_ha="0.28223 / 0.28556" spin_multiplicity=6 lumo_energy_ev="-4.4624 / -4.6731" e_homo_ev="-12.14 / -12.44"
O -0.157 1.443 -0.823 -0.459
C -0.982 1.189 0.194 -0.476
C -0.818 0.508 1.328 -0.069
Li -0.732 0.870 -2.474 0.835
Cr 1.691 1.720 -0.473 0.843
H -1.772 -0.144 0.926 0.143
H -2.070 1.509 0.636 0.164
H 0.079 -0.112 1.377 0.019
H 1.456 -1.840 0.420 0.024
O 1.731 -2.106 -0.467 -0.069
H 1.574 -3.037 -0.645 0.045

***

(7)
7
Properties=species:S:1:pos:R:3:lowdin_charge:R:1 method="wB97M-V/def2-TZVPD" total_charge=0 orbital_gap_ha=0.37061 spin_multiplicity=1 lumo_energy_ev=-0.6555 e_homo_ev=-10.74 e_above_lowest_ev=3.926
N 2.406 0.864 0.000 0.133
C 1.313 0.570 0.057 -0.350
S -0.271 -0.254 -0.158 0.841
N -1.537 0.436 0.340 -0.291
O 0.430 -1.890 0.017 -0.505
H -0.404 -0.287 -1.561 0.104
H -1.938 0.561 1.304 0.067

***

(8)
13
Properties=species:S:1:pos:R:3:lowdin_charge:R:1 method="wB97M-V/def2-TZVPD" total_charge=+1 orbital_gap_ha=0.37462 spin_multiplicity=1 lumo_energy_ev=-4.0158 e_homo_ev=-14.21 e_above_lowest_ev=3.278
C -1.908 -0.408 0.092 0.046
C -0.394 -0.190 0.129 -0.194
N 0.280 0.908 -0.350 0.123
C 1.796 0.727 -0.139 -0.035
O 1.809 -0.630 0.354 -0.028
N 0.546 -1.130 0.306 0.118
H -2.436 -1.105 0.728 0.096
H -2.254 -0.710 -0.853 0.079
H -2.392 0.610 0.291 0.127
H -0.180 1.863 -0.530 0.209
H 2.373 0.585 -1.115 0.159
H 2.185 1.530 0.463 0.128
H 0.577 -2.050 0.624 0.172